Molecular formula: C12H10
Method: DFT, ωB97M-V/def2-TZVPD

Energy relative to the best compared isomer or geometry (same formula, charge and spin), kcal/mol: 73.1
Electronic energy, eV: -12602.48601
SMILES string: c1ccc(-c2ccccc2)cc1
Orbital gap, eV: 9.61

The geometry in ORCA input format:
```
! RIJCOSX wB97M-V def2-TZVPD def2/J DEFGRID3
* xyz 0 1
C 1.152 -0.351 -3.417
C -0.076 0.353 -3.088
C -0.550 0.436 -1.705
C 0.217 -0.060 -0.740
C -0.271 0.076 0.695
C -1.488 -0.376 1.137
C -1.949 -0.178 2.382
C -1.085 0.341 3.333
C 0.209 0.802 2.995
C 0.662 0.662 1.691
C 1.451 -0.779 -0.969
C 1.811 -0.970 -2.332
H 1.287 -0.373 -4.363
H -0.734 0.932 -3.790
H -1.628 0.931 -1.413
H -2.173 -0.812 0.276
H -2.931 -0.451 2.650
H -1.321 0.568 4.347
H 0.792 1.394 3.770
H 1.691 0.823 1.284
H 1.916 -1.380 -0.419
H 2.605 -1.371 -2.225
*
```